No. 1
Here is a molecular structure, C3H6MgO3 from the Open Molecules 2025 dataset. Energies are from the ωB97M-V functional and the def2-TZVPD basis.

Geometry as ORCA input:
```
! wB97M-V def2-TZVPD RIJCOSX def2/J DEFGRID3
* xyz 2 1
Mg 2.6362 0.2543 -0.0612
O 1.0886 -1.1669 -0.0800
O 0.6921 0.9890 0.1079
O -1.0225 -0.4738 0.1067
C -3.4232 -0.0340 0.0347
C 0.3450 -0.1965 0.1295
C -2.0741 0.5986 -0.1177
H -3.5701 -0.4391 1.0428
H -1.8718 0.9788 -1.1222
H -4.1594 0.7655 -0.1263
H -3.5989 -0.8101 -0.7214
H -1.8406 1.3424 0.6470
H -1.2129 -1.4058 -0.1687
*
```

Output
Energy relative to the best compared isomer or geometry (same formula, charge and spin) ... 4.5 kcal per mole
Gap between HOMO and LUMO ... 8.911 eV
HOMO energy ... -0.747 Eh
E_tot ... -14777.51929 eV

---

No. 2
Here is a gas-phase ion, C3H6N (charge +1) from the Open Molecules 2025 dataset. Energies are from the ωB97M-V functional and the def2-TZVPD basis.

Geometry as ORCA input:
```
! wB97M-V def2-TZVPD RIJCOSX def2/J DEFGRID3
* xyz 1 1
N 1.1971 0.0176 0.1736
C -1.1924 -0.6544 0.0060
C -0.0678 0.0873 -0.6108
C -1.2418 0.6110 0.2791
H 0.0131 0.2789 -1.6638
H 1.7480 -0.8799 0.2469
H -1.8009 1.3819 0.5683
H 0.9855 0.3139 1.0845
H 2.0572 0.5400 -0.2404
H -1.6980 -1.6963 0.1567
*
```

Output
Energy relative to the best compared isomer or geometry (same formula, charge and spin) ... 41.0 kcal per mole
Gap between HOMO and LUMO ... 11.930 eV
HOMO energy ... -0.578 Eh
SMILES string ... [NH3+]C1C=C1
E_tot ... -4688.33753 eV

---

No. 3
Here is a gas-phase ion, C3H6N (charge +1) from the Open Molecules 2025 dataset. Energies are from the ωB97M-V functional and the def2-TZVPD basis.

Geometry as ORCA input:
```
! wB97M-V def2-TZVPD RIJCOSX def2/J DEFGRID3
* xyz 1 1
N 0.5366 -0.4486 0.2598
C 0.2811 -0.1061 -1.1270
C -0.8223 -0.1768 -0.1218
C -0.2109 0.5918 0.9528
H -1.7471 -0.6912 -0.3231
H 0.7161 0.8914 -1.3101
H -0.6930 0.1902 1.8551
H 0.1703 1.6111 1.0486
H 0.5282 -0.8767 -1.7892
H 1.2635 -0.8739 0.7847
*
```

Output
Energy relative to the best compared isomer or geometry (same formula, charge and spin) ... 51.2 kcal per mole
Gap between HOMO and LUMO ... 14.064 eV
HOMO energy ... -0.644 Eh
SMILES string ... C1[C@H]2C[N@@H+]12
E_tot ... -4687.89811 eV

---

No. 4
Here is C3H6N2 in the gas phase from the Open Molecules 2025 dataset. Energies are from the ωB97M-V functional and the def2-TZVPD basis.

Geometry as ORCA input:
```
! wB97M-V def2-TZVPD RIJCOSX def2/J DEFGRID3
* xyz 0 1
N 0.4912 1.5038 0.1338
N 1.6329 -0.5907 -0.0741
C -1.8909 0.1186 -0.1013
C -0.7541 -0.5366 0.2174
C 0.5229 0.2113 0.1103
H 1.4832 -1.5813 -0.2209
H 2.5548 -0.2195 -0.1170
H 1.4485 1.9437 -0.0165
H -2.8338 -0.4224 -0.1203
H -1.8987 1.1760 -0.3597
H -0.7561 -1.6028 0.5483
*
```

Output
Energy relative to the best compared isomer or geometry (same formula, charge and spin) ... 20.5 kcal per mole
Gap between HOMO and LUMO ... 10.007 eV
HOMO energy ... -0.331 Eh
SMILES string ... [H]/N=C(\N)C=C
E_tot ... -6187.65655 eV

---

No. 5
Here is C3H6N2 in the gas phase from the Open Molecules 2025 dataset. Energies are from the ωB97M-V functional and the def2-TZVPD basis.

Geometry as ORCA input:
```
! wB97M-V def2-TZVPD RIJCOSX def2/J DEFGRID3
* xyz 0 1
N -0.5416 1.5045 -0.0510
N -1.6081 -0.6003 -0.0046
C -0.5428 0.2466 -0.0600
C 0.7264 -0.5332 -0.0993
C 1.8937 0.1242 0.0364
H -1.3749 -1.6128 0.0452
H 2.8304 -0.3797 -0.0355
H -1.4990 1.8952 -0.1184
H 0.6979 -1.5941 -0.1629
H -2.5770 -0.2787 0.2532
H 1.9950 1.2284 0.1969
*
```

Output
Energy relative to the best compared isomer or geometry (same formula, charge and spin) ... 22.8 kcal per mole
Gap between HOMO and LUMO ... 10.082 eV
HOMO energy ... -0.334 Eh
SMILES string ... [H]/N=C(\N)C=C
E_tot ... -6187.55592 eV

---

No. 6
Here is C3H6N2 in the gas phase from the Open Molecules 2025 dataset. Energies are from the ωB97M-V functional and the def2-TZVPD basis.

Geometry as ORCA input:
```
! wB97M-V def2-TZVPD RIJCOSX def2/J DEFGRID3
* xyz 0 1
N 0.9566 -0.9252 -0.2913
N -0.3152 -0.5724 -0.7740
C 1.8249 -0.0108 -0.0466
C -1.3776 -0.6325 0.2009
C -0.7624 0.7418 -0.2215
H -1.1165 -1.0349 1.1954
H -1.2364 1.3919 -0.8104
H -2.3497 -0.9022 -0.1850
H 2.8336 -0.2203 0.3907
H 1.6871 1.1410 -0.0728
H -0.1442 1.0235 0.6146
*
```

Output
Energy relative to the best compared isomer or geometry (same formula, charge and spin) ... 80.5 kcal per mole
Gap between HOMO and LUMO ... 10.483 eV
HOMO energy ... -0.343 Eh
SMILES string ... C=NN1CC1
E_tot ... -6185.05607 eV

---

No. 7
Here is C3H6N2 in the gas phase from the Open Molecules 2025 dataset. Energies are from the ωB97M-V functional and the def2-TZVPD basis.

Geometry as ORCA input:
```
! wB97M-V def2-TZVPD RIJCOSX def2/J DEFGRID3
* xyz 0 1
N 0.6168 1.3007 -0.2309
N 1.6768 -1.9855 -0.5929
C -0.0422 0.0158 -0.4224
C -1.0660 -0.2294 0.6981
C 0.9125 -1.1194 -0.5197
H 1.1686 1.5462 -1.0466
H -0.7439 0.2857 1.6064
H -2.0392 0.1747 0.4130
H 1.2607 1.2438 0.5539
H -1.1816 -1.2913 0.9258
H -0.5625 0.0589 -1.3848
*
```

Output
Energy relative to the best compared isomer or geometry (same formula, charge and spin) ... 11.3 kcal per mole
Gap between HOMO and LUMO ... 11.264 eV
HOMO energy ... -0.382 Eh
SMILES string ... C[C@@H](N)C#N
E_tot ... -6188.05538 eV

---

No. 8
Here is 2 unconnected molecules or ions with the total composition C3H6N2O from the Open Molecules 2025 dataset. Energies are from the ωB97M-V functional and the def2-TZVPD basis.

Geometry as ORCA input:
```
! wB97M-V def2-TZVPD RIJCOSX def2/J DEFGRID3
* xyz 0 1
O -1.7818 -0.6915 -1.4302
N 0.9954 -0.0657 -1.4839
N -1.3809 -1.6763 0.5048
C 0.7785 1.1588 0.5763
C 1.2845 0.8886 -0.8114
C -0.9717 -0.9680 -0.5920
H 1.7575 0.8851 1.1245
H 0.4614 2.1170 0.8749
H 0.0879 0.4188 0.7551
H -0.8013 -1.7672 1.3197
H -2.4163 -1.9983 0.5160
H 1.9869 1.6988 -1.3539
*
```

Output
Energy relative to the best compared isomer or geometry (same formula, charge and spin) ... 107.6 kcal per mole
Gap between HOMO and LUMO (spin up / spin down) ... 8.594 / 8.518 eV
HOMO energy (spin up / spin down) ... -0.325 / -0.313 Eh
E_tot ... -8232.03212 eV

---

No. 9
Here is 2 unconnected molecules or ions with the total composition C3H6N2O from the Open Molecules 2025 dataset. Energies are from the ωB97M-V functional and the def2-TZVPD basis.

Geometry as ORCA input:
```
! wB97M-V def2-TZVPD RIJCOSX def2/J DEFGRID3
* xyz 0 1
O 0.2822 0.3644 1.9156
N 0.4483 -1.3286 -0.7373
N 1.1624 1.8873 -1.0804
C -0.9978 -1.2077 -0.6190
C 0.4963 1.4411 1.4253
C 0.8589 1.6326 0.0066
H -1.3984 -0.1844 -0.7233
H -1.4753 -1.8278 -1.3843
H 0.8098 -0.6894 -1.4361
H -1.3164 -1.5851 0.3572
H 0.8997 -1.1106 0.1416
H 0.4508 2.3834 1.9923
*
```

Output
Energy relative to the best compared isomer or geometry (same formula, charge and spin) ... 56.2 kcal per mole
Gap between HOMO and LUMO ... 7.965 eV
HOMO energy ... -0.333 Eh
SMILES string ... N#CC=O.CN
E_tot ... -8234.26256 eV

---

No. 10
Here is C3H6N2O in the gas phase from the Open Molecules 2025 dataset. Energies are from the ωB97M-V functional and the def2-TZVPD basis.

Geometry as ORCA input:
```
! wB97M-V def2-TZVPD RIJCOSX def2/J DEFGRID3
* xyz 0 1
O 1.1839 1.9922 0.2788
N -1.4246 -1.4815 -1.5030
N -0.4236 -1.4422 0.8653
C -0.9379 -0.9879 -0.5038
C -0.5316 0.3527 -0.1518
C 0.7259 1.0117 -0.6150
H 0.4891 1.5375 -1.5527
H -1.0812 -1.6747 1.6081
H 0.3517 -2.1036 0.8995
H 1.4074 1.5545 1.1080
H -1.2471 1.0187 0.3399
H 1.4844 0.2602 -0.8649
*
```

Output
Energy relative to the best compared isomer or geometry (same formula, charge and spin) ... 131.4 kcal per mole
Gap between HOMO and LUMO (spin up / spin down) ... 6.263 / 8.344 eV
HOMO energy (spin up / spin down) ... -0.269 / -0.318 Eh
E_tot ... -8230.99944 eV

---

Question: Which formula does entry 2 have?
Answer: C3H6N

---

Question: The highest energy relative to the best compared isomer or geometry (same formula, charge and spin) belongs to which entry?
Answer: number 10

---

Question: The lowest energy relative to the best compared isomer or geometry (same formula, charge and spin) belongs to which entry?
Answer: C3H6MgO3

---

Question: Among the records above, which one has the highest energy relative to the best compared isomer or geometry (same formula, charge and spin)?
Answer: number 10